[1]
CH3NOS2 | ωB97M-V/def2-TZVPD

```
8
Properties=species:S:1:pos:R:3:forces:R:3:nbo_charge:R:1
S -3.2923 0.6683 0.0732 1.9 -0.3 -0.2 -0.1027
S -1.3902 -1.8141 -0.0207 -1.2 2.8 0.3 0.4779
O 0.1472 -1.7126 -0.5680 0.6 -0.6 -0.2 -0.8542
N -0.5372 0.7744 0.0404 -0.8 -1.6 -0.9 -0.7870
C -1.7146 0.1370 -0.0100 -1.4 -3.5 0.3 -0.0267
H 0.2479 0.3222 0.4576 0.5 -0.6 -0.1 0.4109
H 0.0412 -1.8492 -1.5126 0.5 0.1 -0.3 0.4903
H -0.7597 1.6079 0.4336 0.0 3.7 1.1 0.3914
```
Forces are in eV/Å.

Calculated values
E_tot = -966.23075 a.u.
structure (SMILES) = NC(=S)SO
total charge = 0

[2]
C3H5NO2 | ωB97M-V/def2-TZVPD

```
11
Properties=species:S:1:pos:R:3:forces:R:3:nbo_charge:R:1
O -1.6682 0.2906 -0.8352 1.4 0.3 -1.7 -0.4994
O 0.8915 -0.7595 1.1967 -0.7 -0.4 0.7 -0.4975
N -2.2420 -0.3964 1.3843 -0.3 -0.7 1.7 -0.4330
C -1.8878 -0.0822 0.3466 -0.5 0.4 -0.2 0.5422
C -1.2396 1.7074 -1.0223 -1.9 -0.8 -2.0 -0.2479
C 0.9317 -1.9278 0.9200 2.0 0.8 -1.8 0.2819
H -1.0097 2.0734 -0.0401 0.5 0.5 0.1 0.2122
H -2.2509 2.0932 -1.4031 1.9 0.3 0.4 0.2060
H -0.4299 1.7439 -1.8469 -1.3 -0.1 1.8 0.2189
H 1.6536 -2.1736 0.0858 -0.6 -0.5 0.4 0.0900
H 0.4207 -2.7763 1.3583 -0.7 0.0 0.6 0.1266
```
Forces are in eV/Å.

Calculated values
E_tot = -322.44676 a.u.
structure (SMILES) = COC#N.C=O
total charge = 0

We obtain HOMO values of -8.70; -10.03 eV for the records listed above, in that order.
We obtain ΔE to the lowest compared entry with this formula, charge and spin values of 11.3; 80.1 kcal per mole for the records listed above, in that order.
We obtain F_max values of 3.858; 2.873 eV Å⁻¹ for the records listed above, in that order.